No. 1
C7H15N3Si | the ωB97M-V functional and the def2-TZVPD basis

Element x y z (Å)
C  -0.102  1.955  0.620
C  -0.578  1.578  1.937
C  4.264  -0.422  -0.366
C  2.983  -0.750  -1.029
C  -3.915  -1.399  -0.466
C  -3.717  -0.626  -1.699
C  -0.721  -1.497  -0.550
N  -1.393  1.354  0.737
N  3.085  0.443  -0.165
N  -3.334  -0.107  -0.421
Si  -1.667  -0.141  0.002
H  0.050  3.025  0.426
H  0.750  1.444  0.138
H  0.042  0.841  2.385
H  -0.996  2.342  2.460
H  4.572  -1.025  0.473
H  5.066  -0.017  -1.043
H  3.131  -0.587  -2.122
H  2.315  -1.531  -0.748
H  -4.977  -1.571  -0.186
H  -3.348  -2.367  -0.472
H  -2.953  -1.146  -2.365
H  -4.497  -0.274  -2.379
H  0.406  -1.395  -0.386
H  3.193  1.300  -0.674
H  -1.233  -2.324  -1.077

Calculated values
LUMO (spin up / spin down): 0.76 / -1.60 eV
expectation value of S²: 2.0058
gap between HOMO and LUMO (spin up / spin down): 5.16 / 7.67 eV
highest occupied orbital energy (spin up / spin down): -4.40 / -9.27 eV
2S+1: 3
strongest force on any atom: 4.96 eV Å⁻¹



No. 2
C7H15NO | the ωB97M-V functional and the def2-TZVPD basis

Element x y z (Å)
C  -1.867  -0.567  -1.245
C  0.479  -0.448  -0.580
C  -0.293  0.025  0.420
C  -2.815  0.580  -1.062
C  1.155  0.395  -1.602
C  1.841  -0.006  1.537
N  1.942  -1.059  2.425
C  2.277  1.238  1.755
O  -2.306  -1.812  -0.812
H  -2.765  -1.714  0.031
H  -1.461  -0.676  -2.246
H  0.633  -1.520  -0.638
H  2.519  -0.925  3.256
H  2.071  -1.973  2.020
H  -0.723  -0.642  1.153
H  -0.473  1.084  0.533
H  -3.748  0.427  -1.624
H  -2.361  1.510  -1.411
H  -3.087  0.719  -0.010
H  0.843  1.438  -1.537
H  2.234  0.349  -1.436
H  0.956  0.022  -2.610
H  2.898  1.510  2.617
H  2.048  2.046  1.068

Calculated values
energy above the lowest of the compared OMol25 structures with the same formula, charge and spin: 165.6 kcal per mole
LUMO (spin up / spin down): 0.83 / 0.75 eV
gap between HOMO and LUMO (spin up / spin down): 7.55 / 6.83 eV
highest occupied orbital energy (spin up / spin down): -6.72 / -6.08 eV
strongest force on any atom: 1.09 eV Å⁻¹



No. 3
C7H15NO | the ωB97M-V functional and the def2-TZVPD basis

Element x y z (Å)
C  1.337  0.334  0.180
C  -1.640  -0.897  -0.022
C  -1.432  0.192  -2.052
C  1.375  0.079  -1.392
C  1.542  -0.789  1.172
C  0.636  1.562  0.706
C  -2.319  -0.879  1.301
N  2.519  0.546  -0.638
O  -1.871  0.096  -0.828
H  2.725  1.527  -0.802
H  -1.232  -1.819  -0.423
H  -1.141  -0.687  -2.607
H  -1.650  1.125  -2.542
H  1.011  0.771  -2.142
H  1.449  -0.955  -1.706
H  0.597  -1.218  1.502
H  2.146  -1.582  0.734
H  2.061  -0.421  2.060
H  -0.348  1.312  1.103
H  0.495  2.304  -0.079
H  1.208  2.009  1.525
H  -1.676  -1.326  2.066
H  -2.532  0.151  1.592
H  -3.258  -1.436  1.292

Calculated values
energy above the lowest of the compared OMol25 structures with the same formula, charge and spin: 129.9 kcal per mole
LUMO (spin up / spin down): 0.94 / 0.98 eV
gap between HOMO and LUMO (spin up / spin down): 7.96 / 8.16 eV
highest occupied orbital energy (spin up / spin down): -7.02 / -7.18 eV
strongest force on any atom: 1.85 eV Å⁻¹



No. 4
C7H15NO | the ωB97M-V functional and the def2-TZVPD basis

Element x y z (Å)
C  -0.995  0.457  -0.256
C  0.547  -0.692  -0.619
C  -0.859  1.826  -0.896
C  -1.286  0.520  1.231
C  -2.053  -0.366  -0.982
C  1.447  0.019  0.157
N  1.975  -2.550  0.975
C  2.113  1.088  0.499
O  2.472  -1.598  0.044
H  2.656  -2.569  1.733
H  2.042  -3.452  0.503
H  0.658  -0.602  -1.697
H  0.156  -1.643  -0.264
H  -1.832  2.337  -0.917
H  -0.514  1.755  -1.931
H  -0.198  2.493  -0.340
H  -1.241  -0.474  1.685
H  -0.587  1.166  1.766
H  -2.291  0.926  1.410
H  -2.146  -1.372  -0.564
H  -3.035  0.117  -0.887
H  -1.838  -0.458  -2.050
H  3.142  0.997  0.827
H  1.668  2.074  0.572

Calculated values
energy above the lowest of the compared OMol25 structures with the same formula, charge and spin: 151.8 kcal per mole
LUMO: 0.80 eV
gap between HOMO and LUMO: 8.41 eV
highest occupied orbital energy: -7.61 eV
strongest force on any atom: 6.45 eV Å⁻¹



Number 1: energy -19841.3701 eV. Number 2: energy -11033.4924 eV. Number 3: energy -11035.0409 eV. Number 4: energy -11034.0912 eV.